The following is a quantum chemistry calculation of the molecule C2H6I2Si, from the Open Molecules 2025 dataset.

The value obtained for the energy above the lowest of the compared OMol25 structures with the same formula, charge and spin is 19.52 kcal per mole. The electronic energy comes out at -26251.38933 eV. Its multiplicity is 1.

Each line ends with the Mulliken charge.
Atoms and positions in Å:
1 C -0.88933 -1.51665 0.59227  -1.07
2 Si 0.23435 0.06083 -0.70663  0.37
3 C 0.62921 1.54101 0.40741  -0.92
4 I -0.98437 0.61257 -2.77501  -0.07
5 I 2.17288 -1.32388 -1.57587  -0.14
6 H -0.48823 -2.44586 0.28682  0.30
7 H -0.98106 -1.39844 1.69553  0.31
8 H -1.83062 -1.15701 0.24531  0.32
9 H 0.12210 2.49867 0.00681  0.28
10 H 0.30054 1.41607 1.45747  0.30
11 H 1.71453 1.71270 0.36589  0.31


The following is a quantum chemistry calculation of the molecule C2H6IN, from the Open Molecules 2025 dataset.

The value obtained for the energy above the lowest of the compared OMol25 structures with the same formula, charge and spin is 83.71 kcal per mole. The electronic energy comes out at -11757.03479 eV. Its multiplicity is 1.

Each line ends with the Mulliken charge.
Atoms and positions in Å:
1 C 2.39703 -0.16485 0.26539  -0.94
2 C -2.40316 -0.32882 -0.08804  -0.44
3 N -1.42747 -1.36330 -0.06522  -0.45
4 I 0.44475 -1.18937 -0.71522  0.34
5 H 3.20230 -0.77409 0.74062  0.29
6 H 2.88856 0.31169 -0.53330  0.30
7 H 1.86980 0.55992 0.93025  0.28
8 H -2.63154 -0.02304 0.93582  0.21
9 H -2.01937 0.71979 -0.58367  0.21
10 H -3.25102 -0.77259 -0.63853  0.20


The following is a quantum chemistry calculation of a cluster of 2 separate species, C2H6IN2O in total, from the Open Molecules 2025 dataset.

The value obtained for the energy above the lowest of the compared OMol25 structures with the same formula, charge and spin is 92.32 kcal per mole. Its net charge is +1. The electronic energy comes out at -15288.29123 eV. Its multiplicity is 1.

Each line ends with the Mulliken charge.
Atoms and positions in Å:
1 C -0.99410 0.48880 0.59689  0.78
2 C -1.31094 -1.29317 -0.70415  -0.90
3 N -3.11613 1.22655 -1.21233  -0.69
4 N -1.10765 1.64896 0.74237  -0.36
5 O -0.59376 -0.53533 0.32917  -0.12
6 I -4.00289 -0.09778 -0.04963  0.22
7 H -0.75061 -1.98850 -1.30603  0.26
8 H -1.73238 -0.58486 -1.41187  0.48
9 H -2.03150 -1.72678 -0.06860  0.47
10 H -2.67890 1.93676 -0.59782  0.27
11 H -3.59588 1.34539 -2.06339  0.25
12 H -1.07930 2.32640 1.56067  0.35


The following is a quantum chemistry calculation of a cluster of 2 separate species, C2H6IN2S in total, from the Open Molecules 2025 dataset.

The value obtained for the energy above the lowest of the compared OMol25 structures with the same formula, charge and spin is 106.58 kcal per mole. Its net charge is +1. The electronic energy comes out at -24075.31304 eV. Its multiplicity is 1.

Each line ends with the Mulliken charge.
Atoms and positions in Å:
1 C -0.28256 -0.20608 -0.95153  -0.53
2 C -0.61142 -0.25759 0.51018  -0.06
3 N 2.34354 1.53270 -0.90194  -0.64
4 N -2.09779 -0.52679 0.72678  -0.26
5 S 0.45062 -1.53342 -0.27930  0.19
6 I 3.27268 0.14247 0.30986  0.15
7 H 1.43354 1.23902 -1.08487  0.36
8 H 0.05981 0.32151 1.20502  0.34
9 H 2.90015 1.24101 -1.82002  0.37
10 H -2.33136 -0.91752 1.56361  0.32
11 H -2.38996 -1.30235 0.12967  0.40
12 H -2.74725 0.26704 0.59254  0.37


The following is a quantum chemistry calculation of the molecule C2H6IOP, from the Open Molecules 2025 dataset.

The value obtained for the energy above the lowest of the compared OMol25 structures with the same formula, charge and spin is 5.57 kcal per mole. The electronic energy comes out at -21608.91922 eV. Its multiplicity is 1.

Each line ends with the Mulliken charge.
Atoms and positions in Å:
1 C -0.91396 1.09002 0.09793  -0.78
2 C -0.66025 -0.37851 0.35306  -0.55
3 P 1.13245 -0.98366 -0.31489  0.42
4 O 1.57722 -2.25083 0.24514  -0.57
5 I 2.76829 0.77464 -0.10132  -0.03
6 H -1.44120 1.24959 -0.83800  0.27
7 H -1.50398 1.52105 0.90433  0.28
8 H 0.01963 1.65121 0.05703  0.17
9 H -1.36633 -1.05551 -0.11772  0.37
10 H -0.58435 -0.60547 1.41921  0.31
11 H 0.97249 -1.01253 -1.70477  0.11


The following is a quantum chemistry calculation of a cluster of 2 separate species, C2H6N10 in total, from the Open Molecules 2025 dataset.

The value obtained for the energy above the lowest of the compared OMol25 structures with the same formula, charge and spin is 56.32 kcal per mole. The electronic energy comes out at -17066.39501 eV. Its multiplicity is 1.

Each line ends with the Mulliken charge.
Atoms and positions in Å:
1 C -0.47261 -0.45852 -1.37194  0.45
2 C -1.22858 0.64286 1.79627  0.75
3 N -1.96234 -1.28092 -2.72890  -0.39
4 N -1.80336 -0.45719 -1.66892  0.20
5 N 0.12926 -1.26528 -2.24146  -0.27
6 N -0.82445 -1.72848 -3.03449  -0.40
7 N 3.28184 0.30668 0.91713  -0.82
8 N 2.01352 0.43616 0.80288  0.40
9 N -2.05807 1.41815 1.40553  -0.61
10 N 1.38322 0.03973 -0.25507  0.18
11 N 0.07243 0.23348 -0.36450  -0.52
12 N -0.41864 0.06491 2.48626  -0.65
13 H 3.62572 0.70943 1.78407  0.24
14 H -2.57197 0.00114 -1.21224  0.25
15 H -2.07396 1.91123 0.53781  0.30
16 H 1.90366 -0.46757 -0.98176  0.39
17 H -0.35513 -0.92549 2.61536  0.25
18 H 1.35944 0.81968 1.51396  0.25